# 1
# C43H37AsBaN6O8S

C43H37AsBaN6O8S as an isolated structure (wB97M-V/def2-TZVPD, OMol25).

Structure (ORCA input):
```
! RIJCOSX wB97M-V def2-TZVPD def2/J DEFGRID3
* xyz -2 1
H -2.31 0.90 -5.89
H -0.50 -4.03 -5.91
C -4.46 -0.12 -2.57
C -2.69 -2.40 -0.04
C -1.93 -3.41 -4.43
H 1.95 -3.27 -2.56
C -2.77 1.88 -4.03
H -2.70 0.54 1.27
C -2.59 1.83 -5.41
C 0.17 3.69 -2.54
C -2.42 -2.35 -3.68
C -1.85 -1.09 -3.81
N -0.06 -2.55 2.54
C -4.92 -0.36 -1.29
H 2.32 3.84 3.06
C -1.31 -2.72 -0.65
C 6.38 1.49 2.11
H -0.27 3.06 -3.31
H -2.60 2.94 -7.24
C 0.54 5.03 -2.66
O -0.68 0.45 4.52
C 4.05 1.37 1.49
H 3.27 0.93 0.88
H 0.43 5.66 -3.53
C -3.09 4.18 -5.56
O -2.00 0.90 -1.43
C -0.89 -3.20 -5.32
H -3.20 3.13 -2.34
C -1.31 -2.60 3.04
C 0.07 -4.90 2.50
C 1.02 -3.13 -2.01
C 0.62 -1.88 -1.58
N 0.44 3.19 -1.33
C 1.59 4.03 0.66
C -6.25 -0.73 -1.09
O -3.63 -3.09 -0.48
H -1.65 -5.94 3.18
H 7.40 1.14 2.00
O -2.75 -1.41 0.72
H -2.35 -4.39 -4.30
H 0.00 -6.10 -1.70
C 6.08 2.51 3.01
O 1.47 -0.18 -3.03
Ba -0.01 0.86 -0.03
C -7.10 -0.85 -2.18
H 1.80 2.16 3.20
H -0.30 0.08 -4.75
H -4.95 -0.06 -4.67
C 1.46 -0.62 -1.87
C -3.27 4.23 -4.19
C -0.79 -0.88 -4.69
H -7.31 -0.70 -4.31
H 0.31 -1.62 2.35
O 1.97 -0.09 -0.84
N 1.61 2.92 1.29
C 1.09 5.38 -1.43
N -2.29 1.43 1.56
H 5.58 0.13 0.65
H -1.65 -4.83 -0.77
C -3.11 3.09 -3.42
H 2.07 4.93 1.10
S 2.25 -3.49 1.64
H -3.52 5.17 -3.70
H -3.20 5.08 -6.16
C -0.97 -4.02 -1.00
H -2.70 1.22 3.57
C 5.36 0.93 1.35
C 1.02 4.22 -0.64
O 0.62 -5.47 -2.07
H 6.87 2.96 3.60
H -6.59 -0.96 -0.09
H -4.24 -0.30 -0.45
H 0.52 -1.79 -6.12
C -0.78 0.70 3.31
H -3.22 -2.52 -2.96
N -1.94 1.43 2.93
C -2.75 2.98 -6.17
H 4.54 3.75 3.83
O 0.02 0.37 2.38
As -2.61 0.37 -2.83
C -0.32 -1.94 -5.45
H 1.51 6.33 -1.13
C -1.20 -4.97 3.00
C -5.32 -0.25 -3.66
H -2.95 2.18 1.38
C 3.75 2.39 2.38
H -1.78 -1.65 3.21
C -6.64 -0.61 -3.47
H -8.13 -1.16 -2.02
H -2.93 -3.82 3.67
C -1.92 -3.80 3.30
C 4.77 2.95 3.14
C 0.70 -3.65 2.24
N -0.52 -1.69 -0.91
H 0.64 -5.79 2.26
C 0.22 -4.22 -1.68
C 2.32 2.87 2.55
*
```

Summary:
relative energy (zero: lowest compared OMol25 entry of this formula, charge and spin)	21.3	kcal/mol
HOMO-LUMO gap	6.08	eV
E_tot	-5250.95460	Ha
LUMO	3.948	eV
HOMO level	-2.13	eV

Mulliken population analysis, charges in e, atoms 1 to 8:
1. H 0.40
2. H 0.36
3. C 0.14
4. C -0.30
5. C -0.83
6. H 0.51
7. C 0.15
8. H 0.24

=====

# 2
# C33H42AsN3O2RuSSi2

C33H42AsN3O2RuSSi2 as an isolated structure (wB97M-V/def2-TZVPD, OMol25).

Structure (ORCA input):
```
! RIJCOSX wB97M-V def2-TZVPD def2/J DEFGRID3
* xyz 1 2
C 2.54 0.66 0.17
H -4.46 -3.97 -0.08
H 2.19 -2.96 -2.37
C -3.24 -0.81 1.08
H -4.70 -2.20 -1.78
H -3.36 2.64 -3.56
O 1.07 2.61 3.47
H 1.38 -2.61 1.78
H 3.07 1.46 -5.85
C 2.32 2.44 -2.88
H 2.03 0.62 -0.79
H -3.48 -1.61 -2.89
C -1.82 0.46 3.86
H 1.29 1.53 -5.82
Si 0.43 -2.86 -0.56
H 1.94 2.47 -1.86
C 1.27 -3.51 -2.14
H 2.40 -0.61 4.50
C 1.73 -3.02 0.83
H 4.44 1.19 -0.61
H -4.16 -1.27 1.44
O 0.49 0.07 1.16
C 1.78 -0.13 3.75
C -1.29 3.12 3.39
H -3.43 0.26 0.92
Ru -0.49 -0.60 -0.69
H 2.65 -2.49 0.56
H 0.12 -5.82 -0.18
C -2.87 1.34 3.67
H -2.02 -0.58 4.09
H 0.89 4.51 2.60
H 1.98 -4.07 0.98
H 2.10 -0.03 -6.05
C 3.80 0.52 2.62
H 4.65 0.31 -3.55
H 3.85 -0.66 -2.28
H -2.82 4.74 -2.30
H 3.37 2.73 -2.87
C -1.10 4.86 -0.24
C -3.45 -4.37 -0.12
H 4.29 0.43 3.58
H 5.58 1.08 1.60
H 3.80 -1.19 -3.97
C -2.60 2.68 3.44
C -2.71 2.62 -2.70
C 3.80 -0.33 -3.31
C 4.52 0.87 1.52
C -2.15 1.42 -2.28
H 0.61 -3.42 -3.00
H 1.52 -4.56 -2.02
Si -2.63 -1.64 -0.52
H 2.45 4.06 3.33
C -0.23 2.23 3.51
N -0.71 5.81 0.28
H 0.20 -0.74 4.78
H -0.42 2.33 0.33
N 0.50 -0.06 4.09
H -1.81 -7.32 0.00
H -4.39 -0.47 -1.89
C 1.37 4.00 3.44
C 2.16 0.94 -5.55
H -4.11 -6.40 0.07
C 1.73 0.36 1.30
H -3.89 0.99 3.74
C 2.40 0.29 2.57
H -2.32 0.51 -2.84
C -0.88 -5.40 -0.17
N -1.36 1.32 -1.20
C -0.50 0.88 3.76
C -1.54 3.69 -0.92
C -1.06 2.43 -0.54
S 0.41 -0.45 -3.21
As 2.16 0.66 -3.64
H 1.76 3.13 -3.50
H 1.07 4.49 4.37
H -2.48 -0.90 1.86
H -1.10 4.17 3.26
C -3.92 -1.45 -1.91
H -3.40 3.39 3.33
C 3.87 0.94 0.27
C -1.07 -4.02 -0.28
C -2.41 3.78 -2.01
C -3.25 -5.74 -0.03
C -2.37 -3.50 -0.26
C -1.97 -6.25 -0.06
*
```

Summary:
relative energy (zero: lowest compared OMol25 entry of this formula, charge and spin)	46.0	kcal/mol
HOMO-LUMO gap (spin up / spin down)	6.57 / 6.32	eV
E_tot	-4905.04262	Ha
LUMO (spin up / spin down)	-3.495 / -3.427	eV
HOMO level (spin up / spin down)	-10.07 / -9.75	eV

Mulliken population analysis, charges in e, atoms 1 to 8:
1. C 0.38
2. H 0.37
3. H 0.16
4. C -0.88
5. H 0.46
6. H 0.50
7. O -0.27
8. H 0.07

=====

# 3
# C37H38FN3O6

One molecule with the formula C37H38FN3O6 (wB97M-V/def2-TZVPD, OMol25).

Structure (ORCA input):
```
! RIJCOSX wB97M-V def2-TZVPD def2/J DEFGRID3
* xyz 0 1
C 7.47 -1.12 0.32
H -6.22 0.48 1.98
H 5.99 1.92 0.36
C -2.11 4.64 -1.65
O 1.31 -0.61 -0.38
C -0.46 -3.21 1.23
C 5.06 0.10 -0.28
C -3.76 -3.87 -2.61
C 6.42 -1.87 -0.18
C -2.32 0.62 1.85
H 0.62 -4.37 -0.17
H 2.08 1.54 3.45
H -1.08 -2.00 3.52
H -2.03 5.59 0.26
C -1.29 -3.83 -0.96
H -1.34 -0.82 -1.07
H -2.96 1.16 -0.47
C -2.64 -2.51 0.55
H 2.34 3.72 -0.24
C 0.94 0.53 -0.51
C -0.27 4.42 -0.16
H 4.40 -1.84 -0.89
H -4.77 -3.68 -2.95
H -2.79 -1.70 3.13
H 8.14 0.83 0.90
C 5.22 -1.27 -0.49
C 6.11 0.85 0.22
O -3.58 -3.02 -1.50
C 3.32 0.97 1.77
H 0.30 -5.86 -1.88
H 6.55 -2.94 -0.33
H -4.55 0.84 -1.18
C -4.02 1.36 -0.38
O -0.15 0.87 -1.18
C 1.12 1.99 1.54
H -6.36 0.11 0.24
H -0.02 -5.33 -3.55
C 1.18 -0.24 2.63
C -0.20 0.20 2.30
O -4.30 -0.13 2.88
C 0.38 3.59 -1.07
C -0.26 1.45 1.73
H -6.40 1.80 0.80
C -2.50 -3.16 -0.67
C -1.60 1.73 1.45
H 1.53 -0.99 1.92
H 8.41 -1.60 0.56
H -0.14 -0.81 -2.38
C 7.32 0.24 0.52
C -5.96 0.81 0.98
H -1.96 3.66 -3.54
C 1.72 2.99 -0.76
C 1.97 1.08 2.47
C 1.68 1.72 0.13
H -2.00 2.64 1.04
N -4.52 0.89 0.89
C -1.48 3.85 -2.59
C 0.08 -5.00 -2.52
H 3.77 -0.02 1.88
H -4.20 2.43 -0.49
C -1.77 -1.67 2.75
H -3.56 -2.00 0.74
H 0.28 2.74 -3.03
H 0.34 -3.25 1.96
C -3.78 0.42 1.92
H 4.02 1.72 2.16
C 3.76 0.74 -0.66
H 0.20 4.68 0.78
O -1.15 -4.40 -2.19
C -0.23 3.34 -2.30
H -3.66 -4.92 -2.33
N -1.45 -0.30 2.40
C -0.30 -3.86 0.02
H -3.05 -3.63 -3.41
C -1.63 -2.52 1.51
H 1.24 3.04 1.80
C -0.84 -0.19 -1.82
H -1.57 0.27 -2.48
H 1.28 -0.65 3.64
H 0.91 -4.28 -2.45
O 3.40 0.82 -1.82
N 3.04 1.25 0.37
F -3.35 5.13 -1.92
H 2.22 2.71 -1.69
C -1.52 4.95 -0.44
*
```

Summary:
relative energy (zero: lowest compared OMol25 entry of this formula, charge and spin)	6.5	kcal/mol
HOMO-LUMO gap	8.54	eV
E_tot	-2148.33531	Ha
LUMO	0.582	eV
HOMO level	-7.96	eV
structure (SMILES)	COC(=O)[C@@]1(Cc2ccc(F)cc2)[C@H]2c3cc(C(=O)N(C)C)n(Cc4ccc(OC)c(OC)c4)c3C[C@H]2CN1C(=O)c1ccccc1

natural (NBO) population analysis, charges in e, atoms 1 to 8:
1. C -0.21
2. H 0.25
3. H 0.21
4. C 0.39
5. O -0.63
6. C -0.16
7. C -0.05
8. C -0.24

=====

# 4
# C4H13NO2

A 3-piece molecular cluster, C4H13NO2 overall (wB97M-V/def2-TZVPD, OMol25).

Structure (ORCA input):
```
! RIJCOSX wB97M-V def2-TZVPD def2/J DEFGRID3
* xyz 0 1
C 1.46 0.27 0.19
O -7.33 0.42 -0.37
H 4.12 -1.19 -0.35
O -2.60 0.87 1.24
H -6.58 -0.12 -0.04
H 2.35 -2.11 -0.62
C 3.10 -1.38 -0.81
H 0.54 -1.39 -0.31
H 1.73 0.94 2.17
H -2.14 1.70 1.17
C 2.33 -0.10 -1.03
H -7.47 1.14 0.39
H 2.91 1.50 1.00
H 2.89 0.86 -1.43
H 3.32 -1.75 -1.87
C 1.96 1.05 1.15
H -2.03 0.23 0.83
N 0.29 -0.52 0.12
H 1.61 -0.30 -1.86
H -0.48 -0.12 0.43
*
```

Summary:
relative energy (zero: lowest compared OMol25 entry of this formula, charge and spin)	67.0	kcal/mol
HOMO-LUMO gap	9.25	eV
E_tot	-365.33564	Ha
LUMO	0.715	eV
HOMO level	-8.54	eV
structure (SMILES)	C=C(N)CC.O.O

natural (NBO) population analysis, charges in e, atoms 1 to 8:
1. C 0.21
2. O -0.94
3. H 0.24
4. O -0.92
5. H 0.47
6. H 0.21
7. C -0.63
8. H 0.40

=====

# 5
# C6H24O6

C6H24O6 as an isolated structure (wB97M-V/def2-TZVPD, OMol25).

Structure (ORCA input):
```
! RIJCOSX wB97M-V def2-TZVPD def2/J DEFGRID3
* xyz 0 1
H -2.81 2.42 -3.54
C -2.20 1.95 -1.47
H 3.02 0.58 -1.11
H 1.94 -2.21 0.68
H -1.18 -0.96 2.76
C -2.26 2.85 -2.70
O 0.74 -0.35 -0.06
H -0.37 -0.59 1.35
H -1.50 0.03 -2.30
H -0.58 -2.31 0.29
H -0.24 1.06 -1.51
C -0.18 -1.04 2.32
O -1.89 2.81 -0.36
H -0.45 -4.13 1.27
O -0.61 -3.19 1.36
H 1.66 -0.09 -0.14
H -2.63 3.87 -2.59
O 3.42 0.02 -0.44
H 3.95 0.62 0.09
H 0.98 1.97 -0.50
H -3.21 1.63 -1.21
C -1.28 0.72 -1.48
C 0.39 -2.54 2.19
O 1.92 1.80 -0.55
H -1.36 0.17 -0.55
H 0.25 0.47 -0.09
O -0.98 -1.54 -0.12
H -2.74 3.08 0.01
H -0.27 -0.90 -0.16
H 2.30 2.43 0.07
H 0.59 -2.84 3.21
H 2.03 -3.68 1.55
H -1.21 2.93 -3.00
H 2.47 -2.09 2.28
H 0.50 -0.32 2.76
C 1.76 -2.63 1.67
*
```

Summary:
relative energy (zero: lowest compared OMol25 entry of this formula, charge and spin)	149.0	kcal/mol
HOMO-LUMO gap	8.55	eV
E_tot	-694.21502	Ha
LUMO	0.156	eV
HOMO level	-8.39	eV

natural (NBO) population analysis, charges in e, atoms 1 to 8:
1. H 0.21
2. C 0.10
3. H 0.49
4. H 0.22
5. H 0.21
6. C -0.63
7. O -0.94
8. H 0.25

=====

# 6
# C49H79NO21

A 11-piece molecular cluster, C49H79NO21 overall (wB97M-V/def2-TZVPD, OMol25).

Structure (ORCA input):
```
! RIJCOSX wB97M-V def2-TZVPD def2/J DEFGRID3
* xyz 0 1
H -6.10 19.92 -25.92
C -7.59 18.64 -22.68
H -1.70 20.42 -15.06
O -4.44 16.64 -16.15
C 1.62 23.55 -16.19
H -0.21 28.50 -15.16
H -0.77 22.89 -13.91
H -7.48 21.07 -26.53
C -1.64 17.68 -20.70
C -2.39 28.00 -15.83
C -3.97 27.27 -21.04
H -9.67 25.27 -16.94
H -5.84 27.34 -22.00
H -8.34 21.17 -21.25
H -4.59 21.98 -21.22
H 1.29 24.47 -22.83
C -6.59 24.51 -15.79
H -1.51 18.67 -20.28
H -7.42 17.56 -22.67
H -3.23 28.37 -15.24
C -6.80 20.73 -25.75
H -7.26 21.26 -19.96
H -6.77 18.02 -17.28
O -2.59 23.43 -14.23
H -4.75 20.65 -20.32
O -3.43 21.88 -17.57
C -0.84 15.57 -20.18
C -5.80 16.28 -18.05
C -5.15 26.54 -21.73
H -5.16 24.58 -20.78
C 0.96 24.88 -18.01
H -2.55 24.36 -19.53
C 0.46 20.22 -22.13
C -0.66 26.45 -15.24
H -2.98 26.86 -21.26
C -3.53 21.16 -14.26
C -1.58 22.63 -14.59
H -0.80 25.70 -21.09
C 0.61 25.31 -22.78
C 2.50 24.96 -17.87
H -2.23 28.57 -16.75
H -0.62 22.51 -18.56
H 1.16 26.16 -22.37
O 0.40 25.99 -14.84
H 3.73 23.85 -16.22
O -6.92 23.55 -16.79
H -7.54 26.26 -16.60
C -1.08 27.87 -14.97
H 3.13 24.31 -18.47
C 0.08 25.63 -24.10
O -2.06 20.17 -17.77
H -9.45 24.14 -15.54
C -4.84 20.93 -21.37
C -2.69 26.59 -16.29
H -4.39 18.75 -16.02
C -5.15 26.10 -19.42
H -4.89 26.22 -22.74
O -0.60 17.37 -21.62
H -4.18 20.35 -22.00
H -0.50 23.96 -21.46
C -0.59 24.96 -21.87
H 3.22 20.53 -20.26
H -5.15 22.51 -24.04
H -5.68 25.10 -15.93
O -1.64 25.70 -15.86
O 0.38 21.31 -21.24
H -6.36 18.72 -20.94
H -1.67 20.96 -13.31
H 2.05 19.25 -22.70
C -4.57 17.91 -16.69
C -1.55 16.72 -19.58
H -4.07 20.85 -15.16
H -4.08 23.84 -17.46
H -1.50 22.15 -20.05
O -1.75 24.99 -22.70
C -7.62 19.12 -24.08
H -9.71 20.83 -23.75
C -5.19 15.67 -16.76
H -8.72 22.12 -23.24
C -2.52 23.66 -18.69
H -7.21 22.59 -20.98
H -6.45 23.94 -14.88
O 1.13 15.90 -21.61
C -2.05 21.14 -14.32
H -5.65 18.69 -22.47
H -5.63 18.42 -18.53
H 3.25 21.16 -22.03
H -1.22 22.91 -15.58
H -0.39 19.54 -22.03
H -4.63 22.96 -18.88
H 2.77 26.01 -18.00
N -6.30 21.21 -23.26
O -2.20 25.45 -24.80
C -7.34 21.51 -21.01
O -4.27 27.12 -19.68
O -4.84 23.08 -13.44
C -8.78 21.35 -24.00
H -2.03 24.19 -17.88
H 0.29 26.67 -24.36
H -7.18 18.46 -24.82
H 0.44 24.94 -24.87
H -3.65 26.24 -15.92
C 1.52 21.62 -20.64
H -1.11 17.22 -18.72
O -8.71 22.72 -17.89
H -3.98 28.33 -21.33
H 0.53 25.79 -17.60
H -1.48 15.00 -20.86
H -6.01 21.47 -25.85
C 0.07 16.26 -21.22
C -7.37 20.65 -24.22
H -3.83 18.03 -17.49
H 1.71 18.77 -20.98
C -2.28 21.36 -18.10
C 2.92 24.52 -16.47
H -8.03 25.98 -15.00
H 0.33 20.65 -23.12
C -5.74 25.50 -20.73
H -6.78 15.83 -18.17
H -6.82 25.59 -20.81
H 2.94 25.29 -15.70
H -2.85 26.76 -17.35
O -5.49 14.56 -16.35
O 1.58 22.51 -19.86
O -5.98 22.50 -23.56
C 2.69 20.75 -21.18
O 0.62 23.83 -17.03
C -1.62 22.37 -18.99
H -8.63 18.92 -24.44
O 1.57 22.65 -15.33
C -8.28 23.55 -17.10
C -3.79 23.09 -18.20
H -5.17 16.15 -18.93
H -2.56 16.39 -19.31
C -8.97 24.64 -16.38
C -3.70 22.69 -13.94
H -0.23 14.95 -19.52
H -9.15 21.84 -24.90
C 1.77 19.59 -21.70
H -8.53 18.84 -22.16
H -3.89 20.41 -13.56
C -6.45 19.19 -21.92
H -2.58 17.52 -21.24
O -5.26 25.77 -18.25
C -6.31 20.77 -21.87
H -1.39 27.86 -13.93
H 0.64 24.65 -19.02
C -5.78 17.77 -17.67
C -7.78 25.45 -15.92
C -1.37 25.30 -23.97
*
```

Summary:
relative energy (zero: lowest compared OMol25 entry of this formula, charge and spin)	30.6	kcal/mol
HOMO-LUMO gap	8.13	eV
E_tot	-3549.11398	Ha
LUMO	-0.012	eV
HOMO level	-8.14	eV
structure (SMILES)	CC1(C)CCCC(C)(C)N1O.O=C1CCCO1.O=C1CCCO1.O=C1CCCO1.O=C1CCCO1.O=C1CCCO1.O=C1CCCO1.O=C1CCCO1.O=C1CCCO1.O=C1CCCO1.O=C1CCCO1

Mulliken population analysis, charges in e, atoms 1 to 8:
1. H 0.41
2. C -0.82
3. H 0.22
4. O -0.36
5. C 0.43
6. H 0.33
7. H 0.49
8. H 0.38

=====

The highest relative energy (zero: lowest compared OMol25 entry of this formula, charge and spin) belongs to which entry?
C6H24O6

=====

The lowest E_tot belongs to which entry?
C43H37AsBaN6O8S

=====

Among the records above, which one has the highest relative energy (zero: lowest compared OMol25 entry of this formula, charge and spin)?
C6H24O6

=====

What is the E_tot in the second record?
-4905.04262 Ha